Record 1
{
  "formula": "C11H22F6MgN2O8S2",
  "method": "wB97M-V/def2-TZVPD",
  "homo_lumo_gap_ev": 6.51,
  "max_force_ha_per_bohr": 0.245,
  "e_homo_ev": -6.30,
  "total_charge": 0,
  "de_lowest_kj_mol": 72.2,
  "multiplicity": 1,
  "elements": ["Mg", "C", "O", "C", "C", "O", "C", "C", "O", "C", "H", "H", "H", "H", "H", "H", "H", "H", "H", "H", "H", "H", "H", "H", "F", "C", "F", "F", "S", "O", "O", "N", "S", "O", "O", "C", "F", "F", "F", "C", "N", "C", "C", "O", "H", "H", "H", "H", "H", "H", "H", "H"],
  "coordinates": [[0.46816, -0.82822, 0.29723], [-1.29753, 1.50477, 1.58948], [-0.33676, 0.46147, 1.60372], [-0.41398, -0.32085, 2.79388], [0.63844, -1.42744, 2.75243], [0.55956, -2.26710, 1.60314], [-0.45397, -3.26388, 1.62474], [-1.70592, -2.73667, 0.95143], [-1.27082, -1.80493, -0.02936], [-2.35365, -1.25395, -0.75969], [-1.12741, 2.19340, 2.42269], [-1.19265, 2.05792, 0.65230], [-2.31093, 1.09561, 1.64167], [-0.22599, 0.32136, 3.66211], [-1.41835, -0.73996, 2.89229], [1.62774, -0.95828, 2.70869], [0.60618, -2.03252, 3.66529], [-0.06560, -4.09726, 1.02825], [-0.64924, -3.65010, 2.63071], [-2.27181, -3.55691, 0.49580], [-2.35622, -2.23396, 1.67318], [-2.87556, -2.03765, -1.31717], [-3.05169, -0.74347, -0.08931], [-1.95616, -0.52497, -1.47080], [3.55525, -0.39278, -1.14380], [4.19689, -0.50487, 0.04859], [5.26828, 0.34507, -0.02700], [4.72360, -1.76427, 0.08701], [3.16659, -0.13004, 1.52143], [2.01463, -1.03090, 1.48310], [4.05120, -0.38153, 2.66810], [2.90941, 1.41719, 1.29222], [1.68029, 1.74745, 0.34803], [1.26447, 0.73068, -0.61730], [0.57070, 2.43591, 1.01459], [2.51088, 3.03311, -0.65148], [3.63175, 2.55329, -1.26759], [2.92627, 4.09156, 0.10582], [1.71920, 3.54868, -1.63377], [-1.83099, 1.19672, -4.33510], [-1.73848, 1.01670, -2.90196], [-2.70468, 1.64448, -2.02361], [-0.73194, 0.24728, -2.35566], [-0.56639, 0.03355, -1.16197], [-2.67968, 1.83033, -4.60354], [-1.94011, 0.21550, -4.80675], [-0.90308, 1.65280, -4.69315], [-3.44067, 2.22021, -2.59009], [-2.17651, 2.30689, -1.33102], [-3.21450, 0.86822, -1.44474], [-0.05947, -0.17737, -3.12024], [1.23123, -1.91028, -0.88282]],
  "forces_ev_per_a": [[-0.133, -1.365, -3.037], [-1.654, -0.002, -0.276], [-0.847, -1.212, 1.098], [-0.215, -0.659, 0.571], [-3.251, -0.764, 5.354], [-2.568, -2.411, 2.094], [0.182, -0.621, -0.444], [-0.139, 0.076, 0.120], [-1.611, -0.793, 0.390], [-1.830, -1.020, -0.437], [-0.106, -0.195, -0.118], [-0.653, -0.506, 0.540], [0.002, -0.335, 0.239], [0.039, -0.081, -0.017], [-0.219, 0.162, -0.041], [-2.707, -1.037, 3.879], [-0.688, -0.095, -0.004], [0.120, 0.269, 0.068], [0.001, 0.248, -0.044], [0.045, 0.091, -0.023], [-0.173, 0.080, -0.042], [-0.156, -0.257, 0.305], [-0.112, -0.150, 0.181], [-2.496, -2.200, 1.407], [0.467, 0.027, 1.608], [2.114, -1.021, -2.724], [-1.128, -0.538, 0.609], [-0.864, 1.187, 0.500], [3.914, -0.426, 1.131], [9.056, 4.579, -7.479], [-1.764, 0.777, -2.015], [-1.054, -1.016, 0.249], [-1.371, 2.476, 0.051], [3.487, 2.538, 1.582], [4.735, 1.244, -1.618], [1.853, 2.018, -1.471], [-1.326, 0.093, 0.699], [-0.741, -1.295, -0.398], [0.243, -0.832, 1.053], [0.585, -0.412, -0.395], [0.778, -0.822, 1.129], [-0.050, 0.133, 0.503], [0.887, 1.494, -1.269], [-0.594, 2.486, -3.016], [0.207, -0.165, 0.188], [-0.101, 0.232, -0.202], [-0.233, 0.047, -0.197], [0.250, -0.152, 0.027], [-0.224, 0.030, -0.014], [-0.139, 0.533, -0.071], [-0.076, -0.049, 0.230], [0.256, -0.390, -0.450]],
  "nbo_charge": [1.65, -0.24, -0.65, -0.11, -0.18, -0.60, -0.09, -0.09, -0.60, -0.27, 0.20, 0.23, 0.16, 0.20, 0.17, 0.29, 0.19, 0.22, 0.19, 0.19, 0.16, 0.17, 0.16, 0.23, -0.30, 0.72, -0.32, -0.31, 2.23, -0.98, -0.88, -1.14, 2.22, -0.96, -0.93, 0.72, -0.31, -0.31, -0.32, -0.41, -0.43, -0.42, 0.54, -0.68, 0.22, 0.21, 0.21, 0.22, 0.21, 0.21, 0.17, -0.80]
}

---

Record 2
{
  "formula": "C4H12",
  "method": "wB97M-V/def2-TZVPD",
  "homo_lumo_gap_ev": 12.79,
  "smiles": "CC.CC",
  "max_force_ha_per_bohr": 0.029,
  "e_homo_ev": -11.66,
  "total_charge": 0,
  "de_lowest_kj_mol": 20.0,
  "multiplicity": 1,
  "elements": ["C", "C", "H", "H", "H", "H", "H", "H", "C", "C", "H", "H", "H", "H", "H", "H"],
  "coordinates": [[-2.19501, 1.13275, -1.28260], [-1.03546, 1.96963, -0.72700], [-2.43854, 1.49042, -2.28396], [-1.84776, 0.11648, -1.49131], [-2.97564, 1.03775, -0.53828], [-0.88040, 1.84409, 0.34228], [-1.19928, 3.03659, -0.88717], [-0.08627, 1.71948, -1.20200], [2.06281, -2.16266, 0.94458], [1.15073, -0.93333, 1.06181], [1.79238, -2.72279, 0.05171], [3.11415, -1.89205, 0.87892], [1.91334, -2.80475, 1.81011], [0.96937, -0.64165, 2.10348], [0.16621, -1.14351, 0.65851], [1.54943, -0.04951, 0.57115]],
  "forces_ev_per_a": [[1.403, -0.481, -0.146], [0.120, 0.176, -0.053], [-0.753, 0.249, 0.349], [0.039, -0.085, 0.292], [-0.591, 0.316, -0.415], [-0.112, -0.179, 0.105], [-0.061, -0.006, -0.008], [-0.033, -0.001, -0.116], [-0.427, 0.346, 0.021], [-0.018, 0.074, 0.523], [0.172, -0.120, -0.040], [0.044, -0.020, 0.074], [0.117, -0.165, -0.044], [0.224, -0.096, -0.093], [-0.153, 0.011, -0.214], [0.028, -0.017, -0.236]],
  "nbo_charge": [-0.61, -0.61, 0.21, 0.20, 0.21, 0.20, 0.20, 0.20, -0.61, -0.61, 0.20, 0.20, 0.20, 0.20, 0.20, 0.20]
}

---

Record 3
{
  "formula": "C4H6F2",
  "method": "wB97M-V/def2-TZVPD",
  "homo_lumo_gap_ev": 11.90,
  "max_force_ha_per_bohr": 0.079,
  "e_homo_ev": -10.90,
  "total_charge": 0,
  "de_lowest_kj_mol": 87.1,
  "multiplicity": 1,
  "elements": ["C", "C", "C", "C", "H", "H", "H", "H", "H", "H", "F", "F"],
  "coordinates": [[-1.01422, -0.01930, 0.21258], [-0.02944, -1.10268, -0.21620], [0.96237, 0.02166, 0.22596], [0.02324, 1.05894, -0.22060], [-1.09794, 0.15299, 1.28529], [0.09186, -2.00323, 0.44495], [0.01606, -1.25951, -1.25755], [1.19704, -0.09782, 1.31169], [-0.01918, 1.99543, 0.37267], [0.02921, 1.31622, -1.27885], [-2.25913, -0.02835, -0.42584], [2.10013, -0.03434, -0.45411]],
  "forces_ev_per_a": [[-0.845, 0.768, -1.761], [0.524, 0.099, 4.020], [0.489, -2.248, -0.073], [-1.901, 1.847, 1.478], [-0.648, -0.726, 0.019], [-0.540, 0.503, -1.104], [-0.051, -0.184, -1.110], [-0.366, 0.617, -0.709], [0.062, -0.405, -0.433], [0.181, -0.536, -0.017], [0.453, 0.103, 0.654], [2.643, 0.161, -0.965]],
  "nbo_charge": [0.21, -0.46, 0.21, -0.47, 0.17, 0.21, 0.23, 0.17, 0.21, 0.24, -0.36, -0.34]
}

---

Record 4
{
  "formula": "C4H5N3O",
  "method": "wB97M-V/def2-TZVPD",
  "homo_lumo_gap_ev": 9.34,
  "smiles": "C#[N+][O-].N#C/C=C/N",
  "max_force_ha_per_bohr": 0.082,
  "e_homo_ev": -8.71,
  "total_charge": 0,
  "de_lowest_kj_mol": 490.0,
  "multiplicity": 1,
  "elements": ["C", "N", "O", "H", "N", "C", "C", "C", "N", "H", "H", "H", "H"],
  "coordinates": [[-0.07790, 2.66754, 0.06574], [-0.91666, 2.31060, -0.65141], [-1.88391, 2.06546, -1.28854], [0.95385, 2.89782, 0.17528], [3.19390, -1.00562, 1.24847], [2.16059, -0.87625, 0.69263], [0.98697, -1.01251, -0.04664], [-0.21672, -1.18225, 0.51020], [-1.35118, -1.24227, -0.26019], [1.01350, -0.70176, -1.12738], [-0.26953, -1.13713, 1.61603], [-1.36883, -1.36042, -1.26672], [-2.22408, -1.42321, 0.33252]],
  "forces_ev_per_a": [[0.383, -0.248, -0.282], [0.155, 0.739, 0.500], [-0.673, -0.552, -0.531], [0.140, 0.012, 0.312], [-2.639, 0.856, -1.265], [3.632, -1.232, 1.790], [-0.405, 1.271, -1.881], [-0.108, 0.441, -0.476], [-1.992, -0.476, 3.112], [0.221, -0.749, 1.059], [-0.537, -0.470, -0.856], [0.125, 0.030, 0.554], [1.698, 0.380, -2.038]],
  "nbo_charge": [-0.07, 0.21, -0.39, 0.25, -0.35, 0.25, -0.48, 0.10, -0.80, 0.23, 0.22, 0.41, 0.41]
}